ORCA calculation (ωB97M-V/def2-TZVPD) on a single C16H18Br2N2O molecule.

Each line ends with the Löwdin charge.
Positions of all 39 atoms, in Å:
C -2.797 2.735 1.011  -0.014
C -1.551 1.944 0.704  -0.269
N -0.370 2.196 1.243  0.139
N 0.465 1.278 0.706  -0.069
C 1.840 1.225 1.084  -0.232
C 2.121 1.282 2.434  -0.001
C 3.438 1.182 2.956  -0.109
C 4.484 1.040 2.054  -0.652
Br 6.280 0.941 2.798  0.689
C 4.239 1.047 0.687  -0.157
C 2.926 1.208 0.187  -0.539
Br 2.675 1.453 -1.712  0.798
C -0.191 0.337 -0.140  -0.113
C -1.496 0.770 -0.111  -0.079
C -2.631 0.050 -0.846  -0.276
O -3.484 -0.471 0.175  -0.042
C -2.046 -1.017 -1.853  -0.068
C -0.806 -1.806 -1.436  -0.548
C -0.212 -2.606 -2.575  -0.053
C -1.078 -2.774 -0.280  -0.036
C 0.281 -0.805 -0.968  -0.116
H -2.994 2.741 2.073  0.076
H -3.635 2.300 0.489  0.064
H -2.640 3.760 0.644  0.084
H 1.271 1.367 3.103  0.118
H 3.590 1.283 4.023  0.101
H 5.062 1.031 -0.044  0.105
H -3.217 0.789 -1.391  0.143
H -2.980 -1.057 0.787  0.095
H -1.751 -0.463 -2.716  0.113
H -2.881 -1.652 -2.169  0.131
H -0.944 -3.354 -2.867  0.087
H 0.731 -3.106 -2.358  0.093
H -0.081 -1.971 -3.451  0.088
H -1.787 -3.534 -0.574  0.085
H -1.498 -2.278 0.588  0.068
H -0.146 -3.280 0.046  0.099
H 1.076 -1.393 -0.438  0.143
H 0.736 -0.393 -1.862  0.054

Atoms 1-6, force components in eV/Å:
C 1.1 0.3 -0.5
C -0.3 -0.9 0.3
N -0.3 -0.1 -0.7
N 0.9 -1.9 -1.5
C 0.0 0.5 -0.4
C 1.1 -0.4 1.1

## Properties
E_HOMO (eV): -8.7
Energy relative to the best compared isomer or geometry (same formula, charge and spin) (kcal/mol): 0.0
Kohn-Sham gap (eV): 9.2



ORCA calculation (ωB97M-V/def2-TZVPD) on 3 unconnected molecules or ions with the total composition C27H57N2O6.

Each line ends with the Löwdin charge.
Positions of all 92 atoms, in Å:
C 0.941 4.471 3.504  -0.108
C -0.176 5.162 2.614  -0.201
C -1.443 4.220 2.643  -0.205
N -1.857 3.695 1.320  -0.019
C -1.291 2.368 1.062  -0.334
C -2.024 1.853 -0.236  -0.029
N -1.128 1.097 -1.160  -0.092
C -1.843 0.237 -2.164  -0.118
C -2.232 -1.179 -1.653  -0.157
C -2.924 -1.904 -2.870  -0.189
C -3.189 -3.415 -2.602  -0.197
C -1.911 -4.221 -2.198  -0.200
C -0.725 -4.104 -3.223  -0.185
C 0.563 -3.458 -2.616  -0.200
C 1.058 -4.195 -1.306  -0.194
C 2.618 -4.256 -1.189  -0.186
C 3.244 -3.138 -0.295  -0.168
C 2.614 -3.051 1.137  -0.248
O 2.452 -4.340 1.728  -0.187
C 1.141 -4.493 2.272  -0.109
C -0.156 0.350 -0.296  -0.084
C 0.785 1.417 0.333  -0.142
O 0.120 2.543 0.907  -0.080
H 1.746 5.173 3.796  0.075
H 1.409 3.619 2.974  0.062
H 0.444 4.078 4.413  0.048
H 0.261 5.196 1.590  0.098
H -0.378 6.182 2.985  0.104
H -2.289 4.856 3.000  0.116
H -1.345 3.413 3.400  0.113
H -1.445 4.313 0.623  0.113
H -1.582 1.721 1.915  0.161
H -2.484 2.727 -0.737  0.145
H -2.840 1.162 0.061  0.145
H -0.578 1.782 -1.687  0.191
H -1.166 0.171 -3.057  0.098
H -2.746 0.789 -2.510  0.149
H -1.373 -1.812 -1.364  0.079
H -2.976 -1.074 -0.831  0.125
H -3.858 -1.370 -3.158  0.121
H -2.229 -1.827 -3.737  0.090
H -3.645 -3.906 -3.488  0.117
H -3.904 -3.483 -1.751  0.113
H -1.606 -3.852 -1.189  0.093
H -2.182 -5.292 -2.079  0.115
H -1.063 -3.545 -4.119  0.096
H -0.437 -5.129 -3.547  0.114
H 1.384 -3.397 -3.362  0.107
H 0.364 -2.399 -2.308  0.079
H 0.675 -5.236 -1.356  0.118
H 0.591 -3.676 -0.440  0.078
H 3.029 -4.171 -2.221  0.105
H 2.955 -5.235 -0.786  0.114
H 4.328 -3.363 -0.157  0.113
H 3.219 -2.141 -0.795  0.107
H 1.651 -2.501 1.043  0.091
H 3.287 -2.469 1.803  0.124
H 0.757 -3.543 2.713  0.087
H 0.453 -4.826 1.465  0.080
H 1.153 -5.236 3.096  0.096
H 0.391 -0.336 -0.982  0.141
H -0.670 -0.282 0.456  0.150
H 1.497 0.916 1.028  0.139
H 1.422 1.815 -0.496  0.140
O -0.236 -0.446 -4.518  0.053
C -0.031 0.041 -5.607  -0.500
O 0.280 1.336 -5.694  0.009
C 0.728 1.973 -6.903  -0.218
C -0.440 2.422 -7.755  -0.058
C -0.216 -0.760 -6.863  0.029
H 1.422 1.331 -7.447  0.119
H 1.300 2.844 -6.585  0.126
H -1.048 1.577 -8.082  0.070
H -0.087 2.955 -8.638  0.089
H -1.094 3.083 -7.184  0.085
H -1.269 -0.747 -7.144  0.106
H 0.087 -1.788 -6.664  0.096
H 0.388 -0.416 -7.699  0.078
O 0.943 4.471 9.723  0.120
C 0.918 3.659 8.842  -0.533
O 0.560 2.392 9.115  0.004
C 0.313 1.401 8.116  -0.238
C 1.596 0.715 7.692  -0.066
C 1.373 4.008 7.450  0.004
H -0.234 1.825 7.271  0.109
H -0.351 0.670 8.579  0.123
H 2.295 1.418 7.236  0.067
H 1.387 -0.079 6.973  0.078
H 2.098 0.282 8.558  0.087
H 2.458 3.917 7.394  0.100
H 1.092 5.040 7.246  0.093
H 0.916 3.403 6.670  0.047

Atoms 1-6, force components in eV/Å:
C -0.4 0.5 -0.1
C 1.2 -1.7 0.5
C -0.7 1.8 0.3
N 0.8 -1.3 0.5
C -1.2 1.4 -0.2
C -0.5 0.3 0.7

## Properties
Net charge: +1
E_HOMO (eV): -11.6
Kohn-Sham gap (eV): 9.1



ORCA calculation (ωB97M-V/def2-TZVPD) on 15 unconnected molecules or ions with the total composition C41H121N9O15.

Each line ends with the Löwdin charge.
Positions of all 186 atoms, in Å:
C -0.386 -2.904 -3.865  -0.162
O -0.973 -3.933 -4.616  -0.101
H -0.970 -2.045 -3.875  0.033
H -0.395 -3.242 -2.802  0.098
H 0.564 -2.708 -4.178  0.033
H -0.944 -3.767 -5.547  0.050
C -2.945 -2.723 -0.352  -0.191
O -2.827 -2.726 1.026  -0.110
H -3.055 -1.722 -0.725  0.051
H -1.980 -3.002 -0.875  0.089
H -3.811 -3.311 -0.672  0.083
H -2.176 -3.372 1.297  0.032
C 3.186 4.236 1.244  -0.109
O 2.613 2.986 0.876  -0.123
H 2.590 4.972 0.751  0.041
H 3.150 4.472 2.298  0.051
H 4.226 4.211 0.848  0.101
H 3.215 2.279 0.823  0.011
C -3.011 -1.034 3.977  -0.181
O -1.669 -0.901 4.284  -0.128
H -3.576 -0.312 4.624  0.086
H -3.242 -0.935 2.908  0.067
H -3.343 -2.000 4.332  0.070
H -1.413 -0.011 4.143  0.005
C -4.228 4.998 -0.870  -0.150
O -4.333 5.645 -2.138  -0.106
H -4.232 5.725 -0.020  0.087
H -5.128 4.412 -0.703  0.076
H -3.339 4.423 -0.829  0.046
H -5.200 5.977 -2.177  0.042
O -0.417 1.633 3.678  -0.117
H 0.399 1.569 4.248  0.011
H -0.154 1.542 2.719  0.021
C 2.275 3.333 4.791  -0.057
C 2.930 1.905 4.662  -0.345
C 4.364 1.861 5.233  -0.219
O 5.140 2.704 4.414  -0.205
C 6.349 3.057 5.067  -0.111
N 2.001 0.965 5.393  0.041
H 3.029 4.089 4.693  0.051
H 1.878 3.585 5.806  0.098
H 1.528 3.511 4.078  0.037
H 2.828 1.606 3.595  0.133
H 4.682 0.836 5.216  0.094
H 4.368 2.250 6.222  0.111
H 7.139 2.259 4.854  0.112
H 6.188 3.262 6.126  0.072
H 6.579 4.134 4.738  0.110
H 2.311 0.001 5.303  0.074
H 1.949 1.133 6.353  0.053
C -2.014 1.446 -0.003  -0.062
C -0.754 0.622 -0.146  -0.420
C -0.361 0.731 -1.600  -0.210
O 0.937 0.200 -1.927  -0.169
C 1.276 0.628 -3.234  -0.119
N 0.288 1.160 0.723  0.065
H -2.429 1.316 0.990  0.074
H -2.852 1.239 -0.765  0.109
H -1.779 2.501 -0.119  0.064
H -0.873 -0.422 0.164  0.141
H -0.384 1.787 -1.794  0.114
H -1.148 0.278 -2.246  0.121
H 1.384 1.686 -3.378  0.080
H 0.594 0.300 -3.994  0.069
H 2.284 0.264 -3.457  0.086
H 0.528 2.119 0.564  0.064
H 1.056 0.541 0.783  0.067
C 3.768 -2.340 -6.390  -0.056
C 2.906 -3.535 -6.226  -0.450
C 1.815 -3.532 -7.334  -0.150
O 0.825 -2.595 -6.872  -0.232
C 0.492 -1.558 -7.765  -0.104
N 3.689 -4.755 -6.238  0.056
H 4.672 -2.404 -5.751  0.094
H 3.194 -1.458 -6.215  0.074
H 4.204 -2.373 -7.353  0.068
H 2.403 -3.513 -5.303  0.086
H 1.363 -4.533 -7.364  0.121
H 2.245 -3.212 -8.314  0.131
H -0.135 -0.839 -7.305  0.051
H 0.047 -2.019 -8.711  0.108
H 1.428 -1.082 -8.215  0.102
H 4.563 -4.839 -6.678  0.054
H 3.141 -5.587 -6.065  0.071
C 4.097 -1.138 3.068  -0.040
C 5.326 -1.246 2.176  -0.400
C 5.743 0.108 1.484  -0.150
O 4.652 0.661 0.728  -0.213
C 4.380 -0.055 -0.431  -0.123
N 6.467 -1.866 2.946  0.056
H 3.335 -0.710 2.407  0.080
H 4.344 -0.420 3.911  0.071
H 3.850 -2.101 3.447  0.067
H 5.034 -1.820 1.283  0.101
H 6.539 -0.019 0.745  0.112
H 6.136 0.847 2.262  0.141
H 3.834 -0.995 -0.275  0.084
H 5.321 -0.464 -0.906  0.106
H 3.805 0.534 -1.091  0.069
H 6.184 -2.686 3.487  0.074
H 7.114 -2.211 2.322  0.020
C -0.775 6.967 -0.686  -0.069
C 0.398 7.417 0.121  -0.435
C 0.257 6.867 1.514  -0.209
O 1.384 7.371 2.179  -0.215
C 1.529 7.082 3.546  -0.100
N 1.697 7.093 -0.452  0.059
H -0.853 7.398 -1.662  0.075
H -1.712 7.262 -0.276  0.071
H -0.768 5.907 -0.852  0.075
H 0.268 8.505 0.192  0.141
H 0.329 5.806 1.653  0.124
H -0.635 7.229 1.956  0.117
H 0.584 7.133 4.116  0.086
H 2.206 7.895 3.938  0.112
H 1.776 6.018 3.667  0.061
H 1.802 6.932 -1.430  0.067
H 2.481 7.566 -0.029  0.077
C -9.722 4.891 6.895  -0.093
C -10.276 4.067 5.773  -0.452
C -9.336 2.772 5.605  -0.203
O -7.996 3.199 5.427  -0.197
C -7.069 2.138 5.438  -0.109
N -11.699 3.745 5.953  0.012
H -10.243 5.885 6.917  0.086
H -8.622 5.085 6.894  0.086
H -10.017 4.422 7.891  0.093
H -10.210 4.661 4.862  0.129
H -9.638 2.150 4.731  0.120
H -9.531 2.127 6.479  0.121
H -6.832 1.865 6.426  0.068
H -6.160 2.412 4.908  0.090
H -7.480 1.221 5.000  0.087
H -11.926 3.390 6.905  0.078
H -11.899 2.963 5.280  0.084
C 5.580 -4.157 -1.031  -0.062
C 4.311 -4.971 -0.825  -0.446
C 3.587 -5.296 -2.158  -0.220
O 2.273 -5.762 -1.918  -0.186
C 1.561 -5.771 -3.135  -0.103
N 4.575 -6.199 -0.102  0.038
H 6.027 -3.770 -0.116  0.066
H 5.379 -3.307 -1.659  0.057
H 6.260 -4.780 -1.603  0.079
H 3.505 -4.428 -0.246  0.151
H 4.256 -6.034 -2.632  0.129
H 3.642 -4.395 -2.794  0.120
H 1.614 -4.771 -3.665  0.082
H 0.520 -5.963 -3.003  0.073
H 1.892 -6.602 -3.758  0.091
H 3.875 -6.422 0.614  0.081
H 4.758 -6.914 -0.779  0.062
C -2.017 -6.271 0.277  -0.045
C -0.509 -5.955 0.585  -0.383
C -0.257 -5.681 2.059  -0.194
O -0.789 -4.387 2.328  -0.228
C -0.448 -3.827 3.593  -0.070
N 0.323 -7.171 0.286  0.042
H -2.399 -7.135 0.842  0.086
H -2.109 -6.478 -0.787  0.073
H -2.576 -5.369 0.468  0.046
H -0.262 -5.159 -0.126  0.129
H 0.772 -5.781 2.276  0.101
H -0.829 -6.429 2.610  0.129
H -0.617 -2.780 3.496  0.053
H 0.594 -3.963 3.881  0.084
H -1.181 -4.271 4.314  0.110
H -0.267 -7.910 -0.071  0.058
H 1.053 -6.921 -0.370  0.038
C -3.370 -1.748 -7.082  -0.038
C -2.857 -1.231 -5.736  -0.431
C -2.889 0.281 -5.604  -0.194
O -1.914 0.773 -6.489  -0.215
C -1.732 2.141 -6.446  -0.129
N -3.727 -1.741 -4.673  0.035
H -3.360 -2.810 -7.217  0.074
H -2.850 -1.289 -7.867  0.052
H -4.374 -1.388 -7.173  0.075
H -1.833 -1.647 -5.593  0.102
H -2.605 0.579 -4.599  0.115
H -3.857 0.717 -5.885  0.138
H -1.134 2.341 -7.337  0.088
H -1.175 2.494 -5.550  0.093
H -2.701 2.692 -6.564  0.102
H -3.563 -1.382 -3.724  0.069
H -3.732 -2.761 -4.590  0.081

Atoms 1-6, force components in eV/Å:
C -1.6 -2.1 1.9
O -0.5 -1.1 0.6
H -1.0 1.9 -0.1
H 0.3 0.1 -0.7
H 2.8 0.7 -0.8
H 0.3 0.5 -0.8

## Properties
E_HOMO (eV): -8.7
Energy relative to the best compared isomer or geometry (same formula, charge and spin) (kcal/mol): 0.6
Kohn-Sham gap (eV): 9.2



ORCA calculation (ωB97M-V/def2-TZVPD) on 2 unconnected molecules or ions with the total composition C2H8N2O2.

Each line ends with the Löwdin charge.
Positions of all 14 atoms, in Å:
N 0.211 1.717 1.367  0.082
C -0.221 1.245 0.099  -0.210
N -1.625 1.639 -0.232  0.261
H 0.908 2.469 1.343  0.124
H -0.502 2.297 1.823  0.118
H 0.437 1.565 -0.700  0.148
H -0.355 0.144 0.178  0.162
H -2.297 1.098 0.332  0.150
H -1.936 1.560 -1.206  0.147
O 0.572 -3.592 0.288  0.097
C 1.017 -2.613 -0.221  -0.413
O 1.438 -2.522 -1.488  0.092
H 1.167 -1.706 0.390  0.127
H 1.185 -3.300 -1.972  0.114

Atoms 1-6, force components in eV/Å:
N -0.5 1.7 -0.1
C -0.4 2.4 0.7
N 0.2 -2.2 0.0
H 0.8 -1.0 -0.5
H -0.4 -1.1 0.3
H 0.2 -0.5 -0.2

## Properties
Net charge: +1
E_HOMO (alpha / beta) (eV): -13.9 / -13.9
Spin multiplicity: 2
Energy relative to the best compared isomer or geometry (same formula, charge and spin) (kcal/mol): 39.4
Kohn-Sham gap (alpha / beta) (eV): 10.1 / 4.4



ORCA calculation (ωB97M-V/def2-TZVPD) on a molecular structure, C28H30B2LiO26.

Each line ends with the Löwdin charge.
Positions of all 87 atoms, in Å:
Li -0.169 0.235 -0.356  0.650
O 4.494 5.773 4.688  0.147
C 4.508 4.913 3.855  -0.398
O 3.549 4.015 3.707  0.232
B 3.906 3.116 2.603  -0.885
O 5.221 3.571 2.132  0.239
C 5.632 4.582 2.875  -0.401
O 6.701 5.110 2.851  0.158
O 2.855 3.119 1.568  0.246
C 2.348 1.913 1.453  -0.380
O 1.486 1.601 0.694  0.121
C 3.108 0.990 2.454  -0.396
O 3.976 1.728 3.083  0.256
O 2.878 -0.176 2.592  0.142
O -6.592 -4.060 -4.366  0.145
C -5.926 -3.797 -3.408  -0.407
O -4.709 -3.306 -3.358  0.233
B -4.297 -3.245 -1.935  -0.850
O -5.511 -3.510 -1.158  0.230
C -6.491 -3.901 -1.963  -0.394
O -7.632 -4.098 -1.694  0.156
O -3.169 -4.182 -1.666  0.233
C -2.084 -3.472 -1.386  -0.369
O -0.992 -3.918 -1.181  0.154
C -2.508 -2.000 -1.230  -0.377
O -3.762 -1.916 -1.571  0.247
O -1.795 -1.072 -0.985  0.101
O 5.270 -1.874 -2.001  0.092
C 4.589 -0.918 -2.273  -0.506
O 3.950 -0.783 -3.425  0.057
C 3.315 0.514 -3.473  -0.145
C 3.145 0.933 -2.049  -0.159
C 4.243 0.190 -1.284  -0.049
H 2.336 0.453 -3.952  0.114
H 3.866 1.197 -4.125  0.124
H 2.188 0.568 -1.687  0.074
H 3.123 2.019 -1.955  0.128
H 3.961 -0.232 -0.320  0.113
H 5.126 0.776 -1.015  0.129
O -1.774 1.797 -0.292  0.091
C -2.375 2.500 0.463  -0.470
O -3.700 2.649 0.447  0.056
C -4.151 3.484 1.514  -0.151
C -2.915 4.238 1.975  -0.154
C -1.771 3.317 1.590  -0.056
H -4.633 2.805 2.222  0.129
H -4.902 4.233 1.253  0.123
H -2.953 4.348 3.062  0.116
H -2.826 5.233 1.542  0.117
H -1.572 2.600 2.392  0.124
H -0.836 3.814 1.351  0.134
O -0.115 0.725 -2.578  0.087
C -0.857 1.084 -3.450  -0.467
O -0.474 1.962 -4.373  0.052
C -1.584 2.361 -5.184  -0.159
C -2.808 2.018 -4.366  -0.143
C -2.352 0.802 -3.543  -0.051
H -1.554 1.869 -6.163  0.125
H -1.516 3.406 -5.489  0.123
H -3.730 1.785 -4.896  0.118
H -3.039 2.834 -3.677  0.118
H -2.509 -0.109 -4.123  0.139
H -2.787 0.747 -2.551  0.110
O -0.686 -0.049 1.727  0.076
C -0.638 -0.725 2.715  -0.452
O -0.851 -2.049 2.646  0.031
C -1.062 -2.615 3.950  -0.139
C -0.951 -1.458 4.934  -0.151
C -0.346 -0.305 4.152  -0.046
H -0.224 -3.305 4.091  0.121
H -1.990 -3.169 4.057  0.126
H -0.359 -1.696 5.819  0.115
H -1.958 -1.293 5.325  0.114
H 0.738 -0.212 4.231  0.124
H -0.764 0.675 4.370  0.122
O 1.214 -1.384 -0.020  0.078
C 1.762 -2.439 0.122  -0.471
O 2.591 -2.923 -0.801  0.031
C 2.837 -4.331 -0.606  -0.125
C 2.698 -4.457 0.894  -0.144
C 1.544 -3.517 1.169  -0.065
H 3.796 -4.575 -1.059  0.128
H 2.082 -4.838 -1.213  0.132
H 3.583 -4.145 1.446  0.123
H 2.516 -5.512 1.123  0.117
H 1.503 -3.136 2.183  0.113
H 0.560 -3.902 0.879  0.127

Atoms 1-6, force components in eV/Å:
Li -0.1 -0.3 0.1
O 0.3 0.3 -0.2
C -0.5 0.2 1.1
O -0.1 -0.2 -0.4
B 0.0 0.3 0.3
O -0.2 -0.2 -0.4

## Properties
Net charge: -1
E_HOMO (eV): -7.6
Kohn-Sham gap (eV): 9.3



Max |F| readings, ordered: 0.0506, 0.0415, 0.0731, 0.0500, 0.0444 Eh/bohr
Total energy readings, ordered: -5953.261997, -1623.620963, -3255.744739, -340.625808, -3099.208121 Eh